Density functional theory data (the ωB97M-V functional and the def2-TZVPD basis) for 6 unconnected molecules or ions with the total composition C24H36O18.

Output
energy above the lowest of the compared OMol25 structures with the same formula, charge and spin = 54.0 kcal/mol
max |F| = 2.85 eV/A
E_tot = -62326.9878 eV
SMILES = C[C@H]1COC(=O)O1.C[C@H]1COC(=O)O1.C[C@H]1COC(=O)O1.C[C@H]1COC(=O)O1.C[C@H]1COC(=O)O1.C[C@H]1COC(=O)O1

ORCA input file:
```
! wB97M-V def2-TZVPD RIJCOSX def2/J DEFGRID3
* xyz 0 1
O 2.263 0.423 -4.007
O -5.379 -1.042 1.873
O 2.332 0.972 0.634
O 3.865 0.223 -2.452
O 7.284 -4.114 -5.615
O 7.318 -1.425 2.075
O -1.223 2.763 -7.193
O -3.443 -0.682 0.773
O -5.365 -0.097 -0.170
O 8.985 -3.041 -4.654
O 6.854 -2.359 -4.308
O -0.555 3.756 -9.062
O 1.988 3.148 0.873
O 7.235 0.804 2.038
O 0.219 1.803 0.955
O -2.348 4.525 -8.017
O 5.867 -0.434 0.758
O 2.266 1.773 -2.290
C 5.200 -2.259 -0.689
C 3.323 3.062 0.451
C 2.915 0.798 -2.887
C 1.378 1.967 0.793
C -4.391 0.272 -1.132
C 1.277 2.341 -3.130
C -1.360 3.627 -7.999
C -1.844 -0.288 -0.974
C 5.866 -3.952 -5.755
C 6.643 -2.517 1.463
C 5.619 -2.676 -4.947
C -0.063 0.574 -4.516
C -3.100 0.182 -0.308
C -2.281 5.275 -9.258
C 4.196 4.002 1.232
C 1.223 1.364 -4.355
C 5.045 -1.522 -5.745
C 6.848 -0.272 1.663
C 5.495 -1.838 0.705
C -1.009 4.748 -9.984
C 7.812 -3.127 -4.844
C -2.164 6.722 -8.781
C -4.779 -0.643 0.930
C 3.619 1.552 0.698
H -2.822 1.141 0.151
H -1.424 0.495 -1.617
H -0.256 5.516 -10.141
H -0.866 1.233 -4.851
H -1.327 4.266 -10.905
H 4.905 -3.314 -0.600
H 5.387 -4.854 -5.381
H 5.901 -2.159 -1.523
H -2.077 -1.066 -1.710
H 1.579 3.342 -3.420
H 5.800 -0.796 -6.080
H 0.317 2.259 -2.621
H -1.032 -0.509 -0.287
H 6.228 -3.260 2.134
H 4.312 1.312 -0.106
H 7.283 -2.906 0.668
H -4.312 -0.336 -2.036
H 1.494 1.906 -5.261
H 4.196 1.498 1.622
H 4.748 3.534 2.054
H 5.003 4.571 0.762
H -1.875 7.373 -9.607
H -0.037 -0.343 -5.095
H 4.464 -0.878 -5.082
H 5.645 -3.742 -6.801
H 3.415 3.204 -0.630
H 4.348 -1.792 -1.192
H 4.575 -1.864 1.301
H 4.539 -1.716 -6.690
H -4.520 1.312 -1.430
H -1.380 6.736 -8.021
H 4.834 -2.830 -4.202
H -0.338 0.277 -3.496
H 3.612 4.799 1.701
H -3.126 5.044 -9.903
H -3.040 7.092 -8.253
*
```